Record 1
ORCA calculation (ωB97M-V/def2-TZVPD) on a cluster of 2 separate species, C4H8NO3S in total in a non-equilibrium geometry.

As for the net charge: -1. As for the lowest unoccupied orbital energy (alpha / beta): 3.251 / 2.820 eV. The total energy is -22741.1362 eV. The calculation puts the energy relative to the best compared isomer or geometry (same formula, charge and spin) at 137.15 kcal per mole. The value obtained for the HOMO energy (alpha / beta) is -4.3 / -3.3 eV.

Each line ends with the natural charge from an NBO analysis.
Atoms and positions in Å:
C: 3.116 -0.149 1.322  -0.88
C: 0.571 1.028 -1.257  0.89
C: -2.619 0.178 0.428  -0.64
C: -1.751 0.324 -0.777  -0.07
N: 1.740 0.398 -1.012  -0.95
O: 0.248 1.813 -2.154  -0.69
O: 2.846 -1.806 -0.544  -0.97
O: -0.380 0.596 -0.394  -0.57
S: 2.160 -0.715 0.042  1.74
H: 3.312 -0.916 2.070  0.20
H: 2.804 0.720 1.758  0.18
H: -3.664 0.393 0.195  0.20
H: -2.714 -0.895 0.776  0.21
H: -2.209 0.713 1.307  0.23
H: -2.035 1.241 -1.398  0.19
H: -1.728 -0.619 -1.402  0.18
H: 0.301 -2.305 1.041  -0.23



Record 2
ORCA calculation (ωB97M-V/def2-TZVPD) on the ion C4H8NO4S2 with charge -1 in a non-equilibrium geometry.

As for the structure (SMILES): C[C@@H](N)/C=C(\O)OS(=O)(=O)[S-]. As for the net charge: -1. As for the lowest unoccupied orbital energy: 3.412 eV. The total energy is -35628.9357 eV. The calculation puts the energy relative to the best compared isomer or geometry (same formula, charge and spin) at 0.00 kcal per mole. The value obtained for the HOMO energy is -4.7 eV.

Each line ends with the natural charge from an NBO analysis.
Atoms and positions in Å:
C: -1.958 1.753 1.404  -0.60
C: -0.521 1.122 1.187  -0.06
N: -0.379 0.164 2.281  -0.85
C: -0.497 0.555 -0.198  -0.47
C: 0.578 -0.134 -0.659  0.64
O: 1.656 -0.401 0.135  -0.71
O: 0.453 -0.849 -1.814  -0.74
S: 1.654 -2.038 -2.609  2.07
O: 2.374 -2.562 -1.466  -0.97
O: 2.470 -1.250 -3.478  -0.95
S: 0.406 -3.178 -3.594  -0.55
H: -2.292 2.221 0.527  0.19
H: -2.692 0.969 1.540  0.19
H: -2.019 2.531 2.247  0.20
H: 0.307 1.957 1.328  0.18
H: 0.530 -0.225 2.218  0.37
H: -1.096 -0.628 2.226  0.35
H: -1.379 0.575 -0.796  0.21
H: 2.403 -0.582 -0.479  0.50



Record 3
ORCA calculation (ωB97M-V/def2-TZVPD) on a structure of composition C4H8NO5Pd in a non-equilibrium geometry.

As for the net charge: +1. As for the lowest unoccupied orbital energy: -5.175 eV. The total energy is -19478.1541 eV. The calculation puts the energy relative to the best compared isomer or geometry (same formula, charge and spin) at 12.72 kcal per mole. The value obtained for the HOMO energy is -13.8 eV.

Each line ends with the natural charge from an NBO analysis.
Atoms and positions in Å:
Pd: 0.000 0.314 -1.178  1.02
O: -3.031 0.752 1.809  -0.61
C: -1.999 0.597 1.020  0.81
O: -1.926 1.027 -0.116  -0.64
C: -0.851 -0.151 1.650  -0.18
O: -0.238 -0.881 0.586  -0.53
C: 1.025 -1.522 0.896  -0.20
C: 2.135 -1.031 -0.009  0.73
O: 3.233 -1.491 0.041  -0.51
O: 1.831 -0.007 -0.824  -0.68
H: -3.718 1.280 1.365  0.52
H: -1.207 -0.822 2.431  0.24
H: -0.151 0.574 2.079  0.23
H: 0.901 -2.592 0.738  0.25
H: 1.298 -1.344 1.935  0.23
N: 0.574 1.208 -2.883  -0.95
H: 0.924 2.144 -2.689  0.42
H: -0.151 1.278 -3.591  0.41
H: 1.352 0.669 -3.261  0.43



Record 4
ORCA calculation (ωB97M-V/def2-TZVPD) on a structure of composition C4H8NOP in a non-equilibrium geometry.

As for the net charge: 0. As for the lowest unoccupied orbital energy: 0.765 eV. The total energy is -17097.6968 eV. The calculation puts the energy relative to the best compared isomer or geometry (same formula, charge and spin) at 152.80 kcal per mole. The value obtained for the HOMO energy is -7.5 eV.

Each line ends with the natural charge from an NBO analysis.
Atoms and positions in Å:
C: -0.425 0.616 -1.898  0.06
C: -0.170 -0.836 -1.738  -0.74
C: -0.313 0.828 1.153  0.14
C: 0.453 0.791 2.440  -0.75
N: -0.246 1.648 -1.140  -0.09
O: 0.404 1.430 0.153  -0.45
P: -0.195 -1.232 0.097  0.51
H: -0.859 1.076 -2.763  0.21
H: 0.844 -1.194 -2.116  0.26
H: -0.796 -1.233 -2.417  0.24
H: 0.364 1.772 2.892  0.25
H: 1.572 0.604 2.463  0.20
H: 0.023 0.077 3.124  0.23
H: -1.326 -1.996 -0.109  -0.01
H: 0.668 -2.351 -0.141  -0.05



Record 5
ORCA calculation (ωB97M-V/def2-TZVPD) on the ion C4H8NOS with charge -1.

As for the structure (SMILES): CNC(=O)CC[S-]. As for the net charge: -1. As for the lowest unoccupied orbital energy: 3.770 eV. The total energy is -18651.8681 eV. The calculation puts the energy relative to the best compared isomer or geometry (same formula, charge and spin) at 7.89 kcal per mole. The value obtained for the HOMO energy is -2.6 eV.

Each line ends with the natural charge from an NBO analysis.
Atoms and positions in Å:
C: 0.778 1.040 -1.140  -0.43
N: 1.329 -0.256 -0.781  -0.63
C: 0.713 -1.117 0.093  0.69
O: 1.378 -1.936 0.711  -0.66
C: -0.770 -0.967 0.257  -0.53
C: -1.116 0.235 1.197  -0.52
S: -2.313 1.405 0.491  -0.71
H: -0.260 0.922 -1.433  0.24
H: 0.734 1.734 -0.301  0.20
H: 1.338 1.443 -1.978  0.18
H: 2.330 -0.278 -0.664  0.37
H: -1.304 -0.876 -0.682  0.23
H: -1.113 -1.905 0.692  0.21
H: -0.189 0.749 1.442  0.17
H: -1.533 -0.192 2.096  0.19



Record 6
ORCA calculation (ωB97M-V/def2-TZVPD) on a structure of composition C4H8NOS in a non-equilibrium geometry.

As for the net charge: +1. As for the lowest unoccupied orbital energy (alpha / beta): -5.268 / -4.307 eV. The total energy is -18637.1467 eV. The calculation puts the energy relative to the best compared isomer or geometry (same formula, charge and spin) at 140.69 kcal per mole. The value obtained for the HOMO energy (alpha / beta) is -12.6 / -12.2 eV.

Each line ends with the natural charge from an NBO analysis.
Atoms and positions in Å:
C: 2.824 -0.656 -1.007  -0.37
C: 1.799 0.091 -0.510  0.16
C: -1.108 -1.246 0.821  -0.55
C: 0.492 0.453 -0.727  -0.07
N: 0.030 1.544 0.198  -0.73
O: 2.488 0.570 0.699  -0.66
S: 3.969 -0.235 0.275  0.72
H: 2.982 -1.334 -1.930  0.28
H: -2.191 -0.915 0.499  0.21
H: -0.540 -2.164 0.547  0.21
H: -0.915 -0.968 1.903  0.18
H: 0.062 0.399 -1.699  0.25
H: 0.699 1.372 0.960  0.49
H: -0.963 1.687 0.113  0.47
H: 0.195 2.577 -0.083  0.43



Record 7
ORCA calculation (ωB97M-V/def2-TZVPD) on a cluster of 2 separate species, C4H8NOS in total in a non-equilibrium geometry.

Its spin multiplicity is 3. As for the net charge: +1. As for the lowest unoccupied orbital energy (alpha / beta): -3.932 / -5.750 eV. The total energy is -18639.4501 eV. The calculation puts the energy relative to the best compared isomer or geometry (same formula, charge and spin) at 2.27 kcal per mole. The value obtained for the HOMO energy (alpha / beta) is -10.4 / -14.3 eV.

Each line ends with the natural charge from an NBO analysis.
Atoms and positions in Å:
C: -0.460 -1.022 -0.772  0.76
C: -0.236 1.362 -0.717  -0.48
C: -1.049 -1.205 -2.060  -0.80
C: 0.561 1.760 0.461  -0.31
N: 0.375 0.774 1.590  -0.69
O: -0.043 -1.540 0.210  -0.48
S: -0.752 2.105 -2.007  0.30
H: -2.074 -1.562 -1.952  0.30
H: -0.493 -1.934 -2.654  0.30
H: -1.086 -0.242 -2.597  0.28
H: 0.337 2.764 0.841  0.25
H: 1.615 1.734 0.168  0.23
H: 0.410 -0.205 1.211  0.46
H: -0.546 0.902 2.026  0.44
H: 1.095 0.890 2.311  0.44



Record 8
ORCA calculation (ωB97M-V/def2-TZVPD) on the ion C4H8NS with charge +1 in a non-equilibrium geometry.

As for the structure (SMILES): C=C[NH2+]CC=S. As for the net charge: +1. As for the lowest unoccupied orbital energy: -4.539 eV. The total energy is -16593.5362 eV. The calculation puts the energy relative to the best compared isomer or geometry (same formula, charge and spin) at 43.13 kcal per mole. The value obtained for the HOMO energy is -13.2 eV.

Each line ends with the natural charge from an NBO analysis.
Atoms and positions in Å:
C: -2.148 1.143 -0.378  -0.36
C: -1.291 0.435 0.323  -0.04
N: 0.284 0.360 0.026  -0.57
C: 1.222 -0.778 0.503  -0.30
C: 2.694 -0.644 0.115  -0.35
S: 3.579 0.652 -0.181  0.20
H: -3.254 1.090 -0.252  0.28
H: -1.800 1.643 -1.284  0.22
H: -1.567 -0.360 1.109  0.24
H: 0.757 1.208 0.418  0.45
H: 0.232 0.608 -0.963  0.44
H: 0.799 -1.876 0.235  0.27
H: 1.248 -0.689 1.635  0.27
H: 3.211 -1.631 0.249  0.24



Please write out number 7 again, unchanged.
ORCA calculation (ωB97M-V/def2-TZVPD) on a cluster of 2 separate species, C4H8NOS in total in a non-equilibrium geometry.

Its spin multiplicity is 3. As for the net charge: +1. As for the lowest unoccupied orbital energy (alpha / beta): -3.932 / -5.750 eV. The total energy is -18639.4501 eV. The calculation puts the energy relative to the best compared isomer or geometry (same formula, charge and spin) at 2.27 kcal per mole. The value obtained for the HOMO energy (alpha / beta) is -10.4 / -14.3 eV.

Each line ends with the natural charge from an NBO analysis.
Atoms and positions in Å:
C: -0.460 -1.022 -0.772  0.76
C: -0.236 1.362 -0.717  -0.48
C: -1.049 -1.205 -2.060  -0.80
C: 0.561 1.760 0.461  -0.31
N: 0.375 0.774 1.590  -0.69
O: -0.043 -1.540 0.210  -0.48
S: -0.752 2.105 -2.007  0.30
H: -2.074 -1.562 -1.952  0.30
H: -0.493 -1.934 -2.654  0.30
H: -1.086 -0.242 -2.597  0.28
H: 0.337 2.764 0.841  0.25
H: 1.615 1.734 0.168  0.23
H: 0.410 -0.205 1.211  0.46
H: -0.546 0.902 2.026  0.44
H: 1.095 0.890 2.311  0.44



Please write out number 5 again, unchanged.
ORCA calculation (ωB97M-V/def2-TZVPD) on the ion C4H8NOS with charge -1.

As for the structure (SMILES): CNC(=O)CC[S-]. As for the net charge: -1. As for the lowest unoccupied orbital energy: 3.770 eV. The total energy is -18651.8681 eV. The calculation puts the energy relative to the best compared isomer or geometry (same formula, charge and spin) at 7.89 kcal per mole. The value obtained for the HOMO energy is -2.6 eV.

Each line ends with the natural charge from an NBO analysis.
Atoms and positions in Å:
C: 0.778 1.040 -1.140  -0.43
N: 1.329 -0.256 -0.781  -0.63
C: 0.713 -1.117 0.093  0.69
O: 1.378 -1.936 0.711  -0.66
C: -0.770 -0.967 0.257  -0.53
C: -1.116 0.235 1.197  -0.52
S: -2.313 1.405 0.491  -0.71
H: -0.260 0.922 -1.433  0.24
H: 0.734 1.734 -0.301  0.20
H: 1.338 1.443 -1.978  0.18
H: 2.330 -0.278 -0.664  0.37
H: -1.304 -0.876 -0.682  0.23
H: -1.113 -1.905 0.692  0.21
H: -0.189 0.749 1.442  0.17
H: -1.533 -0.192 2.096  0.19



Q: Which value of energy relative to the best compared isomer or geometry (same formula, charge and spin) does entry 8 give?
A: 43.13 kcal per mole



Q: Among the records above, which one has the lowest energy relative to the best compared isomer or geometry (same formula, charge and spin)?
A: C4H8NO4S2